1.
Density functional theory data (ωB97M-V/def2-TZVPD) for C15H40B2F8FeO15S5 as an isolated structure.

Output
Expectation value of S² ... 6.00
HOMO energy (alpha / beta) ... -10.5 / -10.1 eV
Multiplicity ... 5
Total charge ... 0
Relative energy (zero: lowest compared OMol25 entry of this formula, charge and spin) ... 76.1 kJ/mol
LUMO energy (alpha / beta) ... -0.1 / -0.2 eV

Element x y z (Å)
Fe -28.062 14.657 21.772
B -29.571 12.353 21.470
F -29.724 13.377 22.478
F -30.743 11.907 20.934
F -28.773 13.021 20.489
F -28.848 11.326 22.088
B -29.306 16.530 20.374
F -30.306 16.691 19.467
F -29.759 16.096 21.661
F -28.342 15.561 19.923
F -28.641 17.747 20.593
O -25.784 12.813 25.127
S -25.840 12.781 23.711
O -26.959 13.302 23.013
O -24.620 13.556 23.115
C -23.330 13.322 23.728
C -22.476 14.563 23.581
C -25.609 11.163 23.117
H -22.850 12.494 23.195
H -23.420 13.042 24.777
H -22.856 15.399 24.169
H -22.406 14.883 22.541
H -21.463 14.362 23.932
H -26.525 10.612 23.320
H -24.716 10.708 23.534
H -25.479 11.238 22.035
O -28.389 15.425 23.780
S -29.223 15.626 24.914
O -29.865 14.511 25.511
O -28.304 16.310 25.964
C -28.854 16.498 27.279
C -27.757 16.856 28.220
C -30.414 16.838 24.517
H -29.305 15.554 27.594
H -29.674 17.220 27.333
H -26.920 16.157 28.169
H -28.116 16.771 29.246
H -27.365 17.855 28.031
H -31.039 17.043 25.382
H -31.018 16.478 23.688
H -29.915 17.753 24.198
O -33.576 13.749 20.754
S -34.216 13.016 21.795
O -35.303 13.596 22.506
O -34.730 11.655 21.204
C -34.001 11.070 20.118
C -34.927 10.216 19.277
C -33.022 12.499 23.005
H -33.171 10.480 20.525
H -33.507 11.809 19.484
H -34.334 9.687 18.533
H -35.641 10.855 18.753
H -35.518 9.529 19.882
H -32.293 13.293 23.138
H -32.485 11.623 22.651
H -33.637 12.297 23.875
O -26.326 13.996 20.493
S -25.547 13.499 19.417
O -25.059 12.168 19.425
O -26.325 13.722 18.107
C -25.660 13.585 16.847
C -26.506 12.782 15.902
C -24.196 14.601 19.248
H -24.678 13.103 16.950
H -25.384 14.546 16.402
H -26.019 12.550 14.959
H -27.417 13.342 15.654
H -26.919 11.883 16.360
H -24.563 15.619 19.360
H -23.663 14.403 18.327
H -23.517 14.429 20.084
O -26.874 8.620 16.733
S -28.033 9.126 17.382
O -29.053 9.742 16.598
O -28.647 7.903 18.171
C -29.912 8.118 18.816
C -29.989 7.277 20.064
C -27.533 10.199 18.677
H -30.734 7.894 18.129
H -30.095 9.166 19.052
H -30.203 6.232 19.841
H -30.799 7.664 20.687
H -29.066 7.328 20.640
H -26.576 9.836 19.042
H -28.269 10.235 19.463
H -27.378 11.185 18.251

Results of the Löwdin charge analysis, in e, for atoms 1 through 4: 1.015 -1.221 0.071 0.185

***

2.
Density functional theory data (ωB97M-V/def2-TZVPD) for a 4-piece molecular cluster, C15H40BrN6O3 overall.

Output
HOMO energy ... -11.3 eV
Total charge ... +1
LUMO energy ... -4.2 eV

Element x y z (Å)
Br -4.488 -1.805 2.138
N -2.851 -2.623 2.272
C -1.753 -1.959 2.682
N -1.364 -0.797 2.220
C -0.010 -0.451 2.696
C 0.359 -1.786 3.385
N -0.935 -2.454 3.674
H -2.766 -3.577 1.955
H -1.774 -0.402 1.382
H -0.056 0.416 3.349
H 0.695 -0.330 1.876
H 1.048 -1.748 4.219
H 0.806 -2.401 2.604
H -1.348 -2.224 4.576
C 4.305 -1.668 -2.606
C 3.046 -0.809 -2.539
C 2.969 0.087 -1.298
O 2.636 -0.580 -0.088
C 3.713 -1.248 0.547
N 1.877 -1.674 -2.701
H 4.230 -2.536 -1.950
H 4.442 -2.041 -3.620
H 5.194 -1.099 -2.329
H 3.063 -0.127 -3.395
H 2.165 0.813 -1.454
H 3.899 0.655 -1.168
H 4.651 -0.705 0.411
H 3.834 -2.270 0.182
H 3.489 -1.289 1.614
H 1.033 -1.119 -2.806
H 1.741 -2.209 -1.849
C -2.682 -2.952 -3.519
C -3.152 -2.943 -2.071
C -4.385 -2.073 -1.798
O -4.123 -0.684 -1.764
C -4.088 -0.034 -3.025
N -2.027 -2.561 -1.202
H -2.143 -2.037 -3.769
H -2.001 -3.785 -3.685
H -3.522 -3.055 -4.206
H -3.436 -3.966 -1.806
H -4.733 -2.311 -0.789
H -5.197 -2.294 -2.501
H -4.817 -0.474 -3.712
H -3.098 -0.077 -3.484
H -4.349 1.009 -2.857
H -2.313 -2.669 -0.233
H -1.874 -1.563 -1.324
C 2.331 4.876 2.283
C 1.924 3.867 1.216
C 0.614 4.199 0.494
O -0.557 3.944 1.250
C -0.927 4.962 2.164
N 1.885 2.527 1.813
H 1.746 4.750 3.195
H 3.378 4.737 2.547
H 2.201 5.901 1.931
H 2.706 3.862 0.450
H 0.535 3.549 -0.382
H 0.615 5.236 0.134
H -0.692 5.953 1.764
H -0.435 4.849 3.132
H -2.004 4.891 2.310
H 1.729 1.837 1.080
H 1.044 2.491 2.384

Results of the natural (NBO) charge analysis, in e, for atoms 1 through 4: 0.330 -0.720 0.680 -0.493

***

3.
Density functional theory data (ωB97M-V/def2-TZVPD) for a 4-piece molecular cluster, C15H40ClFO12P4 overall.

Output
HOMO energy ... -9.0 eV
Total charge ... 0
LUMO energy ... 0.8 eV

Element x y z (Å)
C 7.072 6.584 2.609
C 6.937 5.441 1.626
F 6.558 4.294 2.357
C 5.955 5.716 0.483
P 4.703 4.443 -0.023
C 3.675 4.249 1.521
C 2.251 4.764 1.380
C 2.166 6.231 1.009
Cl 1.350 3.774 0.165
H 7.560 6.232 3.518
H 6.098 7.003 2.872
H 7.681 7.385 2.187
H 7.912 5.190 1.201
H 5.392 6.635 0.678
H 6.527 5.908 -0.429
H 5.534 3.322 0.187
H 4.138 4.785 2.352
H 3.664 3.195 1.796
H 1.717 4.579 2.312
H 2.718 6.427 0.087
H 1.134 6.541 0.860
H 2.601 6.834 1.810
C -1.461 1.429 -0.250
O -2.607 1.158 -1.084
P -2.483 0.254 -2.370
O -1.159 -0.334 -2.604
O -3.035 1.145 -3.558
C -2.180 2.177 -4.071
O -3.683 -0.749 -2.161
C -3.905 -1.789 -3.127
H -0.847 2.204 -0.703
H -1.853 1.770 0.703
H -0.864 0.534 -0.109
H -1.187 1.781 -4.280
H -2.115 2.995 -3.353
H -2.637 2.531 -4.991
H -3.103 -2.524 -3.078
H -3.970 -1.371 -4.131
H -4.848 -2.255 -2.858
C -1.626 -6.275 0.587
O -0.393 -5.922 -0.063
P -0.386 -5.564 -1.604
O -1.643 -5.850 -2.303
O 0.895 -6.299 -2.181
C 0.840 -7.723 -2.328
O 0.089 -4.066 -1.579
C 0.139 -3.328 -2.816
H -1.928 -7.280 0.298
H -1.423 -6.236 1.654
H -2.415 -5.571 0.332
H -0.071 -8.019 -2.849
H 0.886 -8.199 -1.349
H 1.708 -8.010 -2.915
H -0.863 -3.242 -3.234
H 0.799 -3.822 -3.528
H 0.507 -2.337 -2.573
C -5.276 -0.319 1.356
O -4.732 -1.625 1.622
P -3.395 -1.770 2.448
O -2.719 -0.505 2.753
O -2.523 -2.825 1.646
C -1.841 -2.328 0.481
O -3.869 -2.637 3.680
C -2.898 -2.959 4.686
H -4.705 0.173 0.573
H -6.297 -0.484 1.023
H -5.266 0.290 2.258
H -1.311 -1.409 0.727
H -2.560 -2.137 -0.315
H -1.127 -3.075 0.155
H -2.585 -2.055 5.206
H -2.031 -3.447 4.241
H -3.388 -3.639 5.377

Results of the Löwdin charge analysis, in e, for atoms 1 through 4: -0.051 -0.427 -0.078 -0.388

***

4.
Density functional theory data (ωB97M-V/def2-TZVPD) for a 9-piece molecular cluster, C15H40F10N9O25S10 overall.

Output
HOMO energy ... -6.3 eV
Total charge ... -1
LUMO energy ... -0.5 eV

Element x y z (Å)
C -5.215 -0.184 -4.124
C -5.395 -0.246 -2.614
O -6.240 -0.990 -2.066
N -4.512 0.641 -1.793
H -4.192 0.038 -1.048
H -3.675 0.968 -2.254
C -5.279 1.858 -1.255
H -4.498 -0.989 -4.285
H -4.895 0.822 -4.394
H -6.050 -0.458 -4.768
H -5.045 2.598 -2.021
H -4.728 2.121 -0.352
H -6.347 1.738 -1.073
C 3.140 -3.078 -2.471
C 4.614 -3.318 -2.296
O 5.110 -3.929 -1.348
N 5.508 -2.662 -3.416
H 4.895 -2.550 -4.211
H 5.729 -1.723 -3.115
C 6.705 -3.473 -3.750
H 2.753 -3.692 -3.285
H 2.977 -2.017 -2.660
H 2.531 -3.306 -1.596
H 6.373 -4.414 -4.189
H 7.338 -3.607 -2.873
H 7.248 -2.758 -4.368
C 0.717 -0.159 -1.288
C -0.110 0.179 -0.082
O 0.168 -0.141 1.050
N -1.467 0.830 -0.485
H -1.489 0.952 -1.487
H -2.241 0.215 -0.279
C -1.827 2.129 0.222
H 0.794 0.595 -2.072
H 0.394 -1.098 -1.737
H 1.743 -0.121 -0.924
H -2.587 2.623 -0.383
H -0.912 2.697 0.052
H -2.223 1.954 1.222
C -0.542 -2.553 5.924
O 0.258 -3.241 4.956
C -0.352 -3.409 3.727
C 0.775 -3.434 2.617
N 1.530 -2.114 2.663
H 0.921 -1.345 2.420
H 1.757 -2.039 3.645
C 2.772 -2.041 1.702
C 3.959 -2.855 2.184
O 4.008 -2.786 3.628
C 5.094 -3.466 4.194
H -1.340 -3.214 6.261
H -1.040 -1.611 5.698
H 0.046 -2.308 6.809
H -1.127 -2.662 3.562
H -0.931 -4.330 3.653
H 0.354 -3.498 1.613
H 1.416 -4.312 2.695
H 2.990 -0.973 1.682
H 2.529 -2.383 0.696
H 4.801 -2.291 1.781
H 3.926 -3.847 1.734
H 5.165 -4.379 3.603
H 4.881 -3.617 5.253
H 6.044 -2.951 4.048
N 5.770 -0.009 -2.607
S 4.823 0.632 -1.644
O 5.079 2.051 -1.323
O 4.296 -0.258 -0.608
F 3.541 0.751 -2.656
S 7.060 0.104 -1.523
O 7.068 -0.628 -0.257
O 7.843 1.335 -1.501
F 8.042 -0.845 -2.425
N 0.998 5.387 1.267
S 1.393 4.374 2.285
O 1.385 2.978 1.855
O 1.166 4.680 3.730
F 3.024 4.746 2.153
S -0.672 5.503 1.763
O -0.814 6.779 2.475
O -1.424 4.348 2.231
F -1.308 5.876 0.360
N -6.176 5.147 2.194
S -5.351 5.546 0.760
O -4.238 4.781 0.295
O -5.485 6.911 0.447
F -6.505 4.905 -0.207
S -4.928 4.925 3.044
O -4.125 6.085 3.426
O -4.339 3.555 2.985
F -5.761 4.799 4.365
N -2.224 1.313 -3.092
S -1.709 0.491 -4.485
O -0.298 0.469 -4.822
O -2.693 0.407 -5.557
F -1.933 -0.978 -3.846
S -1.667 2.677 -3.702
O -2.275 3.190 -4.956
O -0.281 3.046 -3.455
F -2.456 3.603 -2.622
N -3.444 -0.818 0.219
S -3.016 -2.429 0.069
O -3.967 -3.380 -0.564
O -2.077 -2.952 1.129
F -1.927 -2.254 -1.119
S -4.293 -0.979 1.478
O -3.540 -1.083 2.700
O -5.533 -1.750 1.298
F -4.741 0.585 1.509

Results of the Löwdin charge analysis, in e, for atoms 1 through 4: 0.021 -0.330 0.119 0.074

***

5.
Density functional theory data (ωB97M-V/def2-TZVPD) for a 10-piece molecular cluster, C15H40FN10O20 overall.

Output
HOMO energy ... -12.2 eV
Total charge ... +1
LUMO energy ... -3.1 eV

Element x y z (Å)
C -2.840 -3.044 0.488
C -2.646 -2.876 1.976
F -3.906 -3.038 2.594
C -2.064 -1.518 2.395
C -3.083 -0.548 2.985
O -2.452 0.526 3.660
C -1.140 0.833 3.241
C -0.197 -0.371 3.428
N -1.009 -1.623 3.483
O -0.140 -2.708 3.358
H -3.178 -2.118 0.022
H -1.908 -3.364 0.019
H -3.585 -3.821 0.322
H -2.019 -3.668 2.381
H -1.551 -1.099 1.527
H -3.748 -0.203 2.190
H -3.686 -1.057 3.734
H -0.809 1.647 3.884
H -1.122 1.205 2.214
H 0.416 -0.326 4.327
H 0.456 -0.515 2.566
H -1.504 -1.731 4.380
H -0.462 -3.366 4.004
C -4.203 -2.949 5.965
N -2.980 -3.786 5.931
O -2.943 -4.826 6.509
O -2.022 -3.342 5.271
H -4.963 -3.462 6.541
H -3.930 -1.995 6.413
H -4.498 -2.816 4.928
C -3.399 2.370 -0.534
N -2.378 1.290 -0.533
O -2.681 0.196 -0.079
O -1.286 1.556 -0.977
H -4.313 1.976 -0.109
H -2.979 3.183 0.053
H -3.526 2.685 -1.565
C 0.860 3.659 -0.101
N 0.225 3.991 1.204
O 0.795 4.734 1.963
O -0.868 3.485 1.425
H 1.799 4.192 -0.172
H 0.986 2.582 -0.141
H 0.162 3.953 -0.878
C 0.832 0.841 -4.049
N 1.345 2.229 -3.894
O 2.050 2.690 -4.761
O 1.013 2.818 -2.881
H 1.184 0.441 -4.991
H 1.224 0.275 -3.210
H -0.251 0.899 -3.999
C 2.974 -3.468 -2.679
N 2.135 -2.965 -3.800
O 1.366 -3.723 -4.346
O 2.327 -1.808 -4.121
H 2.763 -4.520 -2.535
H 4.001 -3.294 -2.988
H 2.757 -2.863 -1.805
C 3.715 -1.809 -7.303
N 4.537 -2.909 -6.726
O 4.922 -3.788 -7.461
O 4.758 -2.847 -5.531
H 3.596 -1.998 -8.363
H 2.770 -1.814 -6.768
H 4.243 -0.881 -7.105
C 2.289 5.177 -7.187
N 1.448 5.151 -8.416
O 0.796 4.150 -8.633
O 1.470 6.139 -9.117
H 2.160 4.234 -6.670
H 3.316 5.337 -7.502
H 1.954 6.018 -6.588
C 6.130 0.516 -0.820
N 4.844 0.170 -1.487
O 4.488 -0.991 -1.480
O 4.229 1.080 -2.001
H 6.557 -0.393 -0.416
H 6.767 0.966 -1.577
H 5.904 1.250 -0.053
C -2.706 1.226 8.962
N -3.450 0.074 8.382
O -3.673 0.077 7.183
O -3.795 -0.803 9.139
H -2.479 1.919 8.162
H -3.350 1.669 9.717
H -1.816 0.823 9.435

Results of the Löwdin charge analysis, in e, for atoms 1 through 4: 0.000 -0.286 -0.030 -0.145

***

6.
Density functional theory data (ωB97M-V/def2-TZVPD) for a 6-piece molecular cluster, C15H40IO5 overall.

Output
HOMO energy ... -5.2 eV
Total charge ... -1
Relative energy (zero: lowest compared OMol25 entry of this formula, charge and spin) ... 0.0 kJ/mol
LUMO energy ... 3.0 eV

Element x y z (Å)
I -0.371 0.779 -0.461
C 3.137 1.243 2.305
C 3.788 1.509 0.955
C 4.208 0.243 0.216
O 2.930 2.287 0.158
H 3.705 0.586 2.971
H 2.184 0.720 2.141
H 2.925 2.181 2.816
H 4.671 2.146 1.095
H 4.851 0.471 -0.627
H 3.310 -0.311 -0.085
H 4.695 -0.465 0.904
H 2.157 1.725 -0.007
C -0.927 -1.488 3.658
C -2.018 -1.667 2.623
C -3.238 -2.337 3.209
O -2.450 -0.380 2.193
H -1.275 -0.862 4.483
H -0.063 -0.979 3.220
H -0.563 -2.435 4.075
H -1.578 -2.180 1.758
H -3.509 -1.853 4.152
H -3.010 -3.375 3.489
H -4.096 -2.342 2.543
H -1.682 0.050 1.782
C -2.023 5.055 -0.451
C -0.693 5.211 0.278
C -0.833 4.830 1.762
O 0.286 4.393 -0.320
H -1.833 5.105 -1.531
H -2.743 5.846 -0.228
H -2.474 4.070 -0.301
H -0.399 6.262 0.217
H 0.123 4.444 2.110
H -1.609 4.072 1.876
H -1.082 5.682 2.406
H -0.142 3.536 -0.475
C -1.239 -3.246 -1.549
C -2.724 -3.016 -1.365
C -3.370 -3.952 -0.344
O -3.067 -1.660 -1.126
H -1.058 -4.299 -1.795
H -0.681 -3.047 -0.623
H -0.776 -2.648 -2.332
H -3.208 -3.230 -2.335
H -3.213 -4.987 -0.664
H -4.442 -3.769 -0.318
H -2.928 -3.815 0.645
H -2.282 -1.212 -0.771
C 2.899 -1.744 -2.789
C 2.379 -0.678 -3.749
C 1.095 -1.153 -4.394
O 2.167 0.545 -3.100
H 3.900 -1.493 -2.427
H 2.996 -2.690 -3.333
H 2.244 -1.866 -1.924
H 3.165 -0.534 -4.496
H 0.691 -0.343 -5.013
H 0.341 -1.362 -3.634
H 1.214 -1.984 -5.097
H 1.539 0.413 -2.375

Results of the natural (NBO) charge analysis, in e, for atoms 1 through 4: -0.907 -0.636 0.100 -0.632

***

Number 1: E -5827.85410 a.u., largest force on an atom 2.37 eV Å⁻¹. Number 2: E -3723.45374 a.u., largest force on an atom 0.87 eV Å⁻¹. Number 3: E -3424.17821 a.u., largest force on an atom 0.22 eV Å⁻¹. Number 4: E -7949.52500 a.u., largest force on an atom 10.58 eV Å⁻¹. Number 5: E -2746.62798 a.u., largest force on an atom 0.52 eV Å⁻¹. Number 6: E -1269.51327 a.u., largest force on an atom 1.20 eV Å⁻¹.